(1)
Here is C21H25CsN3O3 as an isolated structure from the OMol25 dataset. Energies are from ωB97M-V with the def2-TZVPD basis set.

Summary:
- LUMO (eV) = -2.34
- HOMO-LUMO gap (eV) = 8.99
- ΔE to the lowest compared entry with this formula, charge and spin (kcal per mole) = 0.98
- highest occupied orbital energy (eV) = -11.333

Structure (ORCA input):
```
! wB97M-V def2-TZVPD RIJCOSX def2/J DEFGRID3
* xyz 1 1
Cs -0.2500 -0.2547 0.3368
C -3.0389 2.7564 0.8579
O -2.8236 1.3804 1.1176
C -3.4981 0.9479 2.2843
C -3.2451 -0.5294 2.4918
O -1.8747 -0.8816 2.5975
C -1.2592 -0.8325 3.8752
C -0.5711 0.4789 4.1881
O 0.4351 0.7297 3.2239
C 1.1368 1.9317 3.4870
H -4.0981 2.9594 0.6731
H -2.4661 3.0152 -0.0308
H -2.6964 3.3718 1.6958
H -4.5810 1.1024 2.1821
H -3.1683 1.5401 3.1464
H -3.6267 -1.0860 1.6338
H -3.7903 -0.8743 3.3776
H -0.5180 -1.6342 3.8821
H -1.9935 -1.0631 4.6550
H -0.1297 0.4009 5.1912
H -1.2801 1.3150 4.2086
H 1.6592 1.8785 4.4469
H 0.4564 2.7895 3.4956
H 1.8670 2.0652 2.6906
C 4.4996 -1.0908 1.6481
C 5.2783 -1.3772 0.5385
C 4.6942 -1.4189 -0.7159
C 3.3271 -1.1615 -0.8316
N 2.5965 -0.8864 0.2398
C 3.1498 -0.8554 1.4502
C 2.6212 -1.1788 -2.1845
C 3.3227 -1.5879 -3.3160
C 2.6811 -1.5834 -4.5390
C 1.3651 -1.1700 -4.6108
C 0.7170 -0.7754 -3.4436
N 1.3427 -0.7880 -2.2600
C -0.7326 -0.3064 -3.5120
C -1.4003 -0.1656 -4.7302
C -2.7120 0.2761 -4.7281
C -3.3367 0.5603 -3.5249
C -2.6100 0.3859 -2.3594
N -1.3458 -0.0286 -2.3694
H 4.9188 -1.0502 2.6440
H 6.3380 -1.5670 0.6407
H 5.2987 -1.6349 -1.5818
H 2.4789 -0.6229 2.2749
H 4.3472 -1.9167 -3.2521
H 3.2031 -1.9014 -5.4310
H 0.8603 -1.1698 -5.5633
H -0.9100 -0.3849 -5.6648
H -3.2394 0.3971 -5.6644
H -4.3599 0.9067 -3.4809
H -3.0392 0.5887 -1.3803
*
```

---

(2)
Here is C47H53MnNO2P3 as an isolated structure at a distorted geometry from the OMol25 dataset. Energies are from ωB97M-V with the def2-TZVPD basis set.

Summary:
- LUMO (alpha / beta) (eV) = -4.42 / -4.42
- HOMO-LUMO gap (alpha / beta) (eV) = 5.04 / 5.05
- expectation value of S² = 0.759
- highest occupied orbital energy (alpha / beta) (eV) = -9.462 / -9.468

Structure (ORCA input):
```
! wB97M-V def2-TZVPD RIJCOSX def2/J DEFGRID3
* xyz 1 2
Mn 0.1498 0.9361 0.1127
O -0.3936 -0.5785 -0.9649
P -0.2649 -2.0093 -0.4183
C 1.7794 -1.7688 0.1198
P 2.4311 -0.5286 -1.0281
O 1.9169 0.8589 -0.6878
C 2.1444 -0.8849 -2.7684
C 1.3823 0.0039 -3.5158
C 1.2434 -0.1938 -4.8809
C 1.8769 -1.2687 -5.4890
C 2.6561 -2.1429 -4.7430
C 2.7983 -1.9507 -3.3808
C 4.2336 -0.4568 -0.9612
C 4.8210 0.6367 -1.5930
C 6.1988 0.7557 -1.6165
C 6.9877 -0.2172 -1.0138
C 6.4032 -1.3091 -0.3921
C 5.0221 -1.4337 -0.3636
C 0.2352 -3.2421 -1.6883
C -0.1182 -3.1250 -3.0251
C 0.1472 -4.1594 -3.9051
C 0.7368 -5.3322 -3.4532
C 1.0549 -5.4727 -2.1104
C 0.8015 -4.4317 -1.2313
C -2.0161 -2.6766 -0.5607
C -2.8351 -2.1374 -1.5343
C -4.0079 -2.8019 -1.8592
C -4.3681 -3.9663 -1.1963
C -3.5573 -4.4732 -0.1905
C -2.3718 -3.8327 0.1219
H 2.2544 -2.7409 0.0183
H 1.8838 -1.3874 1.1383
H 0.8977 0.8372 -3.0236
H 0.6423 0.4879 -5.4676
H 1.7627 -1.4260 -6.5538
H 3.1441 -2.9808 -5.2228
H 3.4081 -2.6230 -2.7873
H 4.1918 1.3829 -2.0634
H 6.6597 1.6007 -2.1094
H 8.0650 -0.1210 -1.0286
H 7.0222 -2.0666 0.0695
H 4.5680 -2.2879 0.1236
H -0.5965 -2.2218 -3.3818
H -0.1122 -4.0519 -4.9501
H 0.9353 -6.1415 -4.1430
H 1.4898 -6.3947 -1.7471
H 1.0317 -4.5484 -0.1757
H -2.5567 -1.2267 -2.0469
H -4.6321 -2.4124 -2.6526
H -5.2850 -4.4757 -1.4613
H -3.8434 -5.3715 0.3403
H -1.7144 -4.2338 0.8842
C 0.0473 4.6187 -0.1922
C 1.2721 4.3234 0.6822
C 2.5495 4.3380 -0.1555
P 0.9375 2.6601 1.4337
C 2.2408 2.2707 2.7021
C 1.6708 1.1311 3.5567
C 3.5597 1.8237 2.0728
C -0.4984 3.0123 2.4645
C -0.5764 3.9812 3.4539
C -1.7452 4.1672 4.1811
C -1.8448 5.2127 5.2574
C -2.8342 3.3566 3.8647
C -2.7739 2.3874 2.8802
C -1.5864 2.1819 2.1590
N -1.4282 1.2176 1.1648
C -2.5976 0.4253 0.9815
C -3.5516 0.7938 0.0229
C -3.2567 1.8893 -0.9660
C -4.7733 0.1334 0.0033
C -5.0651 -0.8889 0.8973
C -6.4124 -1.5556 0.9143
C -4.0748 -1.2893 1.7842
C -2.8395 -0.6594 1.8347
C -1.7614 -1.1257 2.7706
H 0.1841 5.5509 -0.7416
H -0.8566 4.7028 0.4110
H -0.1000 3.8072 -0.9123
H 1.3373 5.0548 1.4926
H 2.5805 3.4733 -0.8228
H 3.4409 4.3302 0.4699
H 2.5812 5.2424 -0.7656
H 2.3936 3.1666 3.3107
H 1.3110 0.3281 2.9020
H 0.8342 1.4631 4.1685
H 2.4426 0.7222 4.2105
H 3.4039 0.9403 1.4518
H 4.2739 1.5656 2.8568
H 4.0102 2.5917 1.4474
H 0.2870 4.6048 3.6640
H -0.8670 5.6316 5.4894
H -2.2687 4.7909 6.1691
H -2.4956 6.0298 4.9398
H -3.7594 3.4940 4.4126
H -3.6459 1.7841 2.6640
H -3.6360 2.8519 -0.6161
H -3.7300 1.6711 -1.9242
H -2.1821 1.9928 -1.1176
H -5.5223 0.4379 -0.7211
H -6.8534 -1.5910 -0.0816
H -7.0987 -1.0073 1.5630
H -6.3317 -2.5716 1.2994
H -4.2713 -2.1156 2.4595
H -2.0775 -2.0145 3.3160
H -1.4919 -0.3535 3.4930
H -0.8535 -1.3736 2.2018
*
```